No. 1
A 11-piece molecular cluster, C26H76N2O20 overall. Source: OMol25; level of theory: ωB97M-V/def2-TZVPD.

Results
* ΔE to the lowest compared entry with this formula, charge and spin: 54.2 kcal/mol
* strongest force on any atom: 0.07455 hartree/bohr
* gap between HOMO and LUMO: 0.33265 hartree
* structure (SMILES): COC[C@H](C)N.COC[C@H](C)N.OCCO.OCCO.OCCO.OCCO.OCCO.OCCO.OCCO.OCCO.OCCO
* HOMO: -9.02 eV

Element x y z (Å)
C 17.420 9.540 10.364
O 18.253 9.316 11.522
C 19.607 9.078 11.140
C 20.444 8.711 12.363
C 21.858 8.259 11.929
N 19.875 7.489 12.969
H 17.748 10.340 9.700
H 16.421 9.856 10.664
H 17.231 8.697 9.698
H 19.728 8.258 10.433
H 19.948 9.982 10.637
H 20.520 9.506 13.105
H 22.397 7.796 12.756
H 22.404 9.131 11.568
H 21.645 7.513 11.164
H 18.884 7.473 12.776
H 20.193 6.635 12.535
C 8.345 10.153 10.973
O 9.412 10.901 10.465
C 10.696 10.372 10.731
C 11.747 11.316 10.136
C 11.804 11.371 8.602
N 13.084 11.084 10.686
H 8.387 9.107 10.672
H 7.471 10.756 10.726
H 8.465 10.188 12.056
H 10.862 10.312 11.806
H 10.878 9.362 10.363
H 11.409 12.314 10.414
H 12.467 12.161 8.250
H 10.772 11.495 8.276
H 12.078 10.417 8.150
H 12.941 11.538 11.577
H 13.682 11.706 10.161
O 18.902 10.671 6.304
C 19.971 11.407 6.734
C 19.627 12.883 6.974
O 18.908 12.876 8.230
H 18.163 11.017 6.810
H 20.473 10.942 7.582
H 20.782 11.260 6.021
H 18.990 13.332 6.211
H 20.505 13.529 6.995
H 19.407 12.391 8.892
O 13.806 16.205 15.315
C 14.076 16.764 14.046
C 13.549 15.975 12.866
O 13.465 16.691 11.663
H 13.994 16.856 15.995
H 13.583 17.736 14.003
H 15.145 16.902 13.884
H 12.527 15.676 13.100
H 14.130 15.055 12.808
H 12.560 16.989 11.546
O 16.050 9.415 5.332
C 15.275 9.365 6.562
C 15.259 10.733 7.236
O 16.504 11.161 7.790
H 16.898 9.855 5.427
H 14.287 8.941 6.382
H 15.647 8.663 7.309
H 14.599 10.797 8.102
H 14.792 11.485 6.599
H 16.286 11.854 8.417
O 20.916 12.663 10.203
C 21.634 13.784 9.884
C 20.978 15.082 10.159
O 20.662 15.212 11.552
H 20.533 12.810 11.071
H 22.413 13.757 10.645
H 22.068 13.795 8.884
H 20.068 15.240 9.579
H 21.726 15.828 9.890
H 19.908 15.802 11.618
O 21.878 13.856 13.698
C 21.434 12.482 13.919
C 19.904 12.353 13.846
O 19.461 12.701 12.520
H 21.649 14.175 12.822
H 21.920 11.887 13.146
H 21.801 12.131 14.884
H 19.530 13.092 14.554
H 19.485 11.403 14.179
H 18.529 12.470 12.514
O 14.378 9.288 12.144
C 14.844 9.858 13.369
C 13.781 10.707 14.123
O 13.546 11.902 13.429
H 13.951 10.007 11.673
H 15.177 9.079 14.055
H 15.708 10.499 13.198
H 14.229 10.975 15.080
H 12.857 10.140 14.239
H 13.011 12.407 14.045
O 17.198 14.878 9.508
C 16.734 13.964 10.489
C 15.190 13.866 10.500
O 14.716 13.010 9.450
H 17.711 14.355 8.889
H 17.183 12.974 10.408
H 17.013 14.260 11.500
H 14.800 14.867 10.313
H 14.848 13.412 11.430
H 14.428 13.483 8.666
O 17.491 19.781 9.739
C 16.821 18.601 10.121
C 17.253 17.773 11.262
O 18.598 17.325 11.119
H 17.504 19.905 8.787
H 15.774 18.905 10.094
H 16.863 17.966 9.236
H 16.610 16.893 11.278
H 17.082 18.344 12.175
H 18.932 17.485 10.233
O 14.644 18.042 6.949
C 14.528 16.794 7.608
C 13.942 15.612 6.727
O 13.953 14.258 7.220
H 13.792 18.484 6.912
H 15.568 16.537 7.807
H 13.974 16.873 8.544
H 14.491 15.584 5.786
H 12.881 15.811 6.580
H 13.523 13.727 6.546

=====

No. 2
A 9-piece molecular cluster, C26H78N6O9P2S7 overall. Source: OMol25; level of theory: ωB97M-V/def2-TZVPD.

Results
* ΔE to the lowest compared entry with this formula, charge and spin: 62.9 kcal/mol
* strongest force on any atom: 0.04401 hartree/bohr
* gap between HOMO and LUMO: 0.30052 hartree
* HOMO: -8.25 eV

Element x y z (Å)
O 1.842 -0.281 -0.276
P 0.910 0.554 0.528
N 1.486 1.712 1.567
C 0.721 2.824 2.139
C 2.938 1.891 1.763
N -0.052 -0.505 1.455
C -1.283 -0.057 2.136
C 0.339 -1.851 1.746
N -0.266 1.382 -0.409
C -1.063 0.488 -1.260
C 0.107 2.614 -1.047
H -0.158 2.989 1.510
H 1.315 3.734 2.178
H 0.284 2.601 3.115
H 3.111 2.216 2.784
H 3.357 2.641 1.093
H 3.365 0.903 1.583
H -2.072 -0.792 2.006
H -0.956 0.164 3.158
H -1.621 0.903 1.743
H -0.494 -2.558 1.699
H 1.067 -2.181 1.003
H 0.819 -1.947 2.734
H -0.390 -0.052 -1.933
H -1.584 -0.259 -0.658
H -1.846 1.041 -1.776
H -0.770 3.123 -1.436
H 0.987 2.519 -1.704
H 0.582 3.297 -0.329
O -5.060 -4.527 -1.484
P -3.841 -4.888 -2.226
N -3.713 -4.089 -3.707
C -3.386 -2.694 -3.905
C -4.387 -4.624 -4.887
N -3.642 -6.492 -2.692
C -2.574 -6.948 -3.530
C -4.709 -7.466 -2.514
N -2.433 -4.484 -1.362
C -2.531 -4.671 0.083
C -1.201 -3.944 -1.932
H -2.588 -2.280 -3.278
H -4.199 -1.971 -3.791
H -2.855 -2.584 -4.856
H -4.767 -3.825 -5.518
H -5.183 -5.328 -4.635
H -3.692 -5.225 -5.488
H -2.326 -7.978 -3.270
H -2.865 -6.958 -4.594
H -1.716 -6.279 -3.487
H -5.278 -7.491 -3.457
H -4.272 -8.471 -2.501
H -5.341 -7.406 -1.635
H -2.583 -3.749 0.667
H -3.422 -5.233 0.352
H -1.660 -5.217 0.450
H -0.928 -4.387 -2.887
H -0.363 -4.227 -1.288
H -1.253 -2.855 -1.913
C 2.398 0.644 -3.913
S 3.273 1.843 -4.973
O 4.650 1.296 -5.184
C 2.363 1.476 -6.512
H 1.400 1.069 -3.734
H 2.750 0.794 -2.886
H 2.329 -0.415 -4.140
H 2.427 2.247 -7.281
H 1.297 1.576 -6.270
H 2.579 0.492 -6.919
C -1.599 -2.915 5.044
S -1.800 -4.646 4.504
O -1.397 -4.655 3.044
C -0.438 -5.432 5.412
H -1.869 -2.717 6.081
H -2.378 -2.368 4.511
H -0.600 -2.665 4.693
H -0.336 -4.887 6.360
H 0.483 -5.270 4.857
H -0.611 -6.436 5.789
C 1.328 -0.207 6.091
S 0.657 1.361 6.626
O 0.885 2.376 5.540
C 1.824 1.752 7.950
H 2.353 -0.134 5.719
H 0.718 -0.710 5.344
H 1.381 -0.906 6.932
H 2.829 1.795 7.526
H 1.867 1.099 8.823
H 1.528 2.721 8.348
C -2.180 5.545 -1.295
S -1.961 7.122 -2.273
O -3.176 8.014 -2.251
C -0.679 7.855 -1.169
H -1.295 5.262 -0.738
H -2.578 4.702 -1.858
H -3.021 5.910 -0.695
H 0.042 7.130 -0.806
H -1.222 8.239 -0.303
H -0.305 8.666 -1.786
C 6.561 0.942 0.259
S 6.642 1.499 -1.506
O 6.608 2.995 -1.555
C 8.480 1.197 -1.666
H 5.535 0.906 0.621
H 7.137 1.605 0.900
H 6.942 -0.080 0.227
H 9.059 1.738 -0.921
H 8.811 1.567 -2.633
H 8.528 0.109 -1.605
C 4.694 3.921 4.830
S 4.067 5.310 3.832
O 3.876 4.676 2.468
C 2.454 5.397 4.700
H 5.773 3.787 4.768
H 4.226 2.992 4.498
H 4.435 3.938 5.892
H 2.472 6.057 5.569
H 2.166 4.399 5.037
H 1.616 5.761 4.104
C -2.931 1.131 -4.420
S -3.897 2.197 -3.299
O -4.460 3.314 -4.170
C -5.381 1.215 -3.014
H -2.273 1.880 -4.862
H -3.531 0.624 -5.174
H -2.289 0.363 -3.985
H -5.229 0.408 -2.296
H -5.752 0.812 -3.957
H -6.162 1.894 -2.679

=====

No. 3
A 13-piece molecular cluster, C26H78O20 overall. Source: OMol25; level of theory: ωB97M-V/def2-TZVPD.

Results
* ΔE to the lowest compared entry with this formula, charge and spin: 39.0 kcal/mol
* strongest force on any atom: 0.06488 hartree/bohr
* gap between HOMO and LUMO: 0.35186 hartree
* HOMO: -9.29 eV

Element x y z (Å)
C -1.229 1.353 5.664
C -0.215 0.813 4.720
O 0.539 1.898 4.196
O -0.725 1.826 6.895
H -1.830 0.490 5.952
H -1.898 2.058 5.171
H -0.684 0.297 3.883
H 0.437 0.077 5.189
H 1.266 1.540 3.681
H -0.068 2.507 6.730
C 0.082 6.235 0.165
C 1.160 5.221 0.585
O 0.516 4.040 0.880
O -0.618 6.649 1.317
H -0.598 5.779 -0.554
H 0.518 7.072 -0.380
H 1.864 5.582 1.335
H 1.725 4.893 -0.287
H 0.203 4.097 1.786
H -1.502 7.000 1.188
C 0.863 -3.157 -5.000
C -0.374 -2.253 -4.693
O -0.891 -2.439 -3.405
O 0.623 -4.519 -4.611
H 1.768 -2.734 -4.566
H 1.003 -2.919 -6.054
H -1.232 -2.432 -5.341
H -0.090 -1.209 -4.826
H -0.959 -3.387 -3.274
H 1.488 -4.931 -4.673
C -4.005 -3.532 -1.648
C -3.403 -4.694 -2.450
O -2.081 -4.759 -2.160
O -3.492 -2.308 -2.272
H -3.629 -3.664 -0.633
H -5.094 -3.547 -1.695
H -3.563 -4.673 -3.528
H -3.773 -5.644 -2.063
H -1.960 -4.695 -1.210
H -2.537 -2.404 -2.270
C 0.371 0.613 -0.287
C -0.529 0.706 0.944
O -1.896 0.445 0.619
O 0.264 -0.616 -0.946
H 1.379 0.739 0.108
H 0.144 1.386 -1.021
H -0.529 1.619 1.540
H -0.244 -0.113 1.604
H -2.404 0.396 1.432
H -0.654 -0.641 -1.226
C 4.287 2.846 0.829
C 4.414 2.666 -0.700
O 5.754 2.921 -1.103
O 4.946 1.777 1.511
H 3.274 2.711 1.207
H 4.726 3.783 1.170
H 3.720 3.323 -1.223
H 4.215 1.621 -0.939
H 5.756 3.269 -1.998
H 5.885 1.753 1.309
C 1.810 -1.670 3.080
C 2.889 -0.680 2.543
O 2.664 0.639 2.928
O 2.024 -1.992 4.473
H 1.853 -2.604 2.520
H 0.794 -1.321 2.895
H 2.882 -0.737 1.455
H 3.916 -0.909 2.829
H 3.491 1.094 2.752
H 1.168 -2.085 4.897
C 3.184 -3.402 -1.378
C 3.363 -1.948 -1.568
O 2.374 -1.390 -2.362
H 3.686 -3.908 -2.202
H 2.135 -3.693 -1.447
H 3.583 -3.666 -0.398
H 4.314 -1.770 -2.070
H 3.410 -1.428 -0.611
H 1.597 -1.378 -1.799
C -2.087 1.275 -4.518
C -2.275 0.691 -3.106
O -2.363 1.815 -2.123
H -1.451 2.156 -4.438
H -3.065 1.531 -4.925
H -1.668 0.545 -5.211
H -1.511 -0.024 -2.799
H -3.247 0.202 -3.045
H -2.153 1.563 -1.221
C -2.851 3.758 2.137
C -4.221 3.793 2.649
O -4.479 2.689 3.514
H -2.169 3.648 2.981
H -2.661 4.595 1.466
H -2.754 2.851 1.539
H -4.943 3.607 1.853
H -4.473 4.711 3.180
H -4.883 3.071 4.297
C -3.023 -1.850 2.786
C -3.869 -0.726 3.185
O -3.134 0.476 2.900
H -2.835 -1.846 1.713
H -3.622 -2.710 3.084
H -2.061 -2.009 3.272
H -4.012 -0.802 4.263
H -4.865 -0.827 2.754
H -3.697 1.232 3.083
C 1.737 1.383 -4.235
C 3.202 1.098 -4.465
O 3.443 -0.289 -4.702
H 1.558 2.337 -3.739
H 1.260 0.678 -3.555
H 1.275 1.364 -5.222
H 3.857 1.354 -3.633
H 3.536 1.749 -5.273
H 3.039 -0.696 -3.932
C 0.736 -4.987 0.905
C -0.316 -3.842 0.858
O -1.510 -4.404 0.468
H 0.550 -5.758 1.653
H 1.656 -4.528 1.265
H 1.045 -5.498 -0.007
H -0.087 -3.072 0.121
H -0.377 -3.383 1.844
H -1.854 -4.806 1.270

=====

No. 4
A 10-piece molecular cluster, C26H79N6O10 overall. Source: OMol25; level of theory: ωB97M-V/def2-TZVPD.

Results
* total charge: +1
* ΔE to the lowest compared entry with this formula, charge and spin: 0.0 kcal/mol
* strongest force on any atom: 0.05040 hartree/bohr
* gap between HOMO and LUMO: 0.26922 hartree
* HOMO: -10.90 eV

Element x y z (Å)
O 2.230 0.386 -3.692
H 1.797 1.110 -3.139
H 3.042 0.700 -4.120
H 2.518 -0.355 -3.066
O 3.367 3.965 -1.262
H 3.192 4.541 -0.499
H 2.607 3.324 -1.473
H 4.243 3.550 -1.262
C 0.464 0.030 -1.052
C 0.400 1.577 -1.019
O 1.475 2.099 -1.768
H 0.209 -0.412 -2.021
H -0.092 -0.518 -0.293
H 1.524 -0.226 -0.981
H 0.399 1.950 0.012
H -0.492 2.029 -1.473
C -4.122 1.246 -3.937
C -2.850 1.800 -4.606
C -2.584 3.230 -4.183
O -3.511 4.180 -4.663
C -3.279 4.506 -6.025
N -1.761 0.890 -4.280
H -4.146 1.434 -2.860
H -4.272 0.193 -4.181
H -5.075 1.681 -4.257
H -3.035 1.844 -5.683
H -1.583 3.521 -4.517
H -2.669 3.226 -3.091
H -3.672 3.698 -6.648
H -2.223 4.689 -6.236
H -3.858 5.382 -6.313
H -2.116 -0.059 -4.234
H -1.548 1.036 -3.292
C -0.035 -4.545 3.358
C -0.379 -4.250 1.910
C 0.215 -5.243 0.885
O -0.110 -4.860 -0.440
C 0.778 -3.872 -0.943
N -1.861 -4.233 1.837
H 1.056 -4.599 3.353
H -0.500 -5.464 3.726
H -0.421 -3.814 4.068
H 0.091 -3.279 1.719
H -0.303 -6.192 1.052
H 1.286 -5.450 0.975
H 1.836 -4.138 -0.995
H 0.657 -2.937 -0.390
H 0.485 -3.605 -1.960
H -2.054 -5.158 2.210
H -2.223 -4.227 0.889
C 3.794 -4.133 -5.097
C 3.165 -2.941 -4.294
C 3.856 -2.736 -2.917
O 3.462 -1.460 -2.407
C 4.194 -1.100 -1.265
N 3.359 -1.728 -5.126
H 3.470 -4.019 -6.132
H 3.316 -5.048 -4.745
H 4.882 -4.133 -5.126
H 2.094 -3.120 -4.182
H 4.919 -2.586 -3.132
H 3.698 -3.561 -2.224
H 5.281 -1.054 -1.361
H 3.904 -1.718 -0.407
H 3.885 -0.120 -0.888
H 4.336 -1.846 -5.394
H 2.872 -1.956 -5.988
C -3.405 2.804 0.296
C -3.026 3.597 1.522
C -4.096 3.488 2.595
O -5.352 4.085 2.265
C -5.271 5.507 2.205
N -1.715 3.147 2.040
H -3.521 1.738 0.494
H -2.602 2.871 -0.446
H -4.283 3.249 -0.176
H -2.831 4.650 1.298
H -3.665 3.880 3.523
H -4.425 2.457 2.743
H -6.316 5.772 2.028
H -4.714 5.832 1.327
H -4.997 5.979 3.150
H -1.171 2.799 1.251
H -1.901 2.192 2.406
C -0.166 1.357 4.965
C -1.658 1.382 5.290
C -2.469 0.430 4.384
O -2.205 0.585 2.990
C -2.003 -0.572 2.228
N -1.897 0.967 6.672
H 0.369 2.135 5.519
H 0.073 1.529 3.917
H 0.297 0.428 5.313
H -1.955 2.433 5.225
H -3.503 0.752 4.561
H -2.496 -0.608 4.716
H -2.973 -1.084 2.183
H -1.297 -1.318 2.607
H -1.753 -0.356 1.189
H -1.318 1.549 7.269
H -2.844 1.264 6.892
C 1.908 -0.757 2.349
C 2.533 -1.423 3.572
C 3.654 -2.399 3.158
O 3.099 -3.320 2.229
C 3.979 -4.363 1.889
N 3.094 -0.482 4.526
H 0.960 -0.218 2.448
H 1.519 -1.491 1.632
H 2.581 -0.116 1.773
H 1.746 -1.993 4.072
H 4.083 -2.967 3.988
H 4.470 -1.915 2.602
H 4.945 -4.060 1.476
H 3.482 -4.864 1.052
H 4.085 -5.174 2.614
H 4.036 -0.211 4.275
H 2.490 0.328 4.576
O 0.406 4.603 -2.721
H 0.617 3.745 -2.316
H -0.180 5.034 -2.090

=====

gap between HOMO and LUMO of number 3 (C26H78O20)? 0.35186 hartree

=====

Among the records above, which one has the lowest gap between HOMO and LUMO? C26H79N6O10

=====

The highest ΔE to the lowest compared entry with this formula, charge and spin belongs to which entry? C26H78N6O9P2S7

=====

Which of these has the highest HOMO? C26H78N6O9P2S7